Density functional theory data (wB97M-V/def2-TZVPD) for a cluster of 2 separate species, C17H31BO in total in a non-equilibrium geometry.

The geometry in XYZ format:
```
50
Properties=species:S:1:pos:R:3:forces:R:3:nbo_charge:R:1
O -2.85867 1.10220 0.22557 0.17 0.27 -1.43 -0.555
C 2.08727 -2.36127 2.34195 -0.04 0.11 -0.03 -0.397
C 3.41148 -1.99748 3.01437 -0.08 -0.09 0.08 -0.398
C -1.01221 1.94082 -1.21447 0.03 -0.91 -1.83 -0.099
C -1.75126 -1.64160 -3.90472 0.62 0.75 0.88 -0.640
C 2.90103 -1.92131 -0.06922 -0.12 -0.02 -0.03 -0.398
C -2.28401 -0.21875 -1.78672 2.01 1.83 -0.59 -0.304
C -0.21579 1.73672 -2.44439 -1.70 -1.67 0.29 -0.181
C 0.10800 2.63318 0.97218 -1.02 0.40 -0.09 -0.610
C 4.35706 -3.18291 3.16479 0.12 0.10 0.00 -0.609
C -1.90412 4.04617 0.10966 0.25 1.00 -0.89 -0.610
C -0.45049 0.59802 -3.34410 -0.96 0.74 2.30 -0.249
C -1.48031 -0.38830 -2.99165 0.14 0.72 0.70 -0.001
C 2.16168 -0.60092 -0.24731 0.11 0.02 -0.05 -0.614
C 2.20833 -2.87452 0.90410 0.06 -0.11 0.04 -0.397
C -4.25405 1.20731 -0.13764 -0.95 -0.42 0.74 -0.440
C -2.04677 0.95613 -0.91982 0.59 -0.70 -1.38 0.380
C -0.66314 3.18060 -0.33516 0.18 -1.15 0.90 -0.235
B -5.21674 1.49978 1.12057 0.47 -0.18 -0.94 0.492
H 1.43022 -1.48607 2.36282 0.00 -0.03 -0.02 0.202
H -2.05989 -2.51481 -3.26447 0.03 0.93 -0.74 0.219
H 0.07912 3.79635 -0.90511 -0.86 -0.45 0.35 0.210
H 2.10130 -0.04167 0.68870 -0.01 -0.01 -0.03 0.199
H 3.19530 -1.59613 4.00972 0.00 0.03 -0.07 0.201
H 4.64488 -3.59556 2.19562 -0.01 -0.02 0.04 0.200
H 2.68190 0.02679 -0.97429 -0.10 0.04 0.02 0.209
H -3.05777 -0.98402 -1.53260 0.83 0.88 -0.17 0.223
H 3.89322 -3.97858 3.75316 0.02 0.00 -0.05 0.201
H 2.74198 -3.83048 0.90238 -0.02 0.02 0.02 0.198
H 2.97349 -2.41333 -1.04424 0.04 -0.01 0.05 0.200
H 3.92859 -1.72670 0.25249 -0.01 -0.04 0.02 0.192
H -4.62659 0.23923 -0.58918 0.55 1.05 0.12 0.202
H -0.78400 -1.93799 -4.39017 -1.04 0.32 0.12 0.220
H -6.32211 1.05915 1.03812 -0.03 0.15 -0.03 -0.093
H -2.00559 4.92597 -0.59500 0.04 -0.90 0.65 0.206
H 5.27207 -2.87522 3.67612 -0.02 -0.08 -0.01 0.208
H 1.20106 -3.09395 0.53217 0.04 0.03 -0.02 0.201
H 3.91226 -1.19572 2.46412 -0.04 0.00 -0.01 0.194
H -2.87758 3.49907 0.05229 1.04 0.37 0.38 0.218
H -2.53909 -1.35560 -4.64790 0.74 -0.60 0.51 0.225
H -0.60298 2.79551 1.83064 0.88 -0.39 -0.65 0.209
H 0.18175 0.52071 -4.26192 -0.77 -0.15 0.91 0.221
H 0.30280 1.53571 0.87175 0.12 1.07 0.18 0.220
H 1.14546 -0.77052 -0.61407 0.00 0.06 0.03 0.210
H 0.57518 2.48471 -2.69847 -0.82 -0.76 0.27 0.215
H 1.03398 3.22838 1.17438 -0.69 -0.68 -0.20 0.211
H 1.58337 -3.12731 2.94168 0.03 0.02 0.00 0.199
H -1.73050 4.50336 1.12426 -0.32 -0.66 -0.94 0.212
H -4.44654 2.04975 -0.87709 0.25 -0.86 0.51 0.220
H -4.92258 2.14507 2.06608 0.25 -0.01 0.11 -0.085
```
Forces are in eV/Å.

Computed properties:
HOMO ... -8.458 eV
Structure (SMILES) ... BCOc1cc(C)ccc1C(C)C.CCCCCC
HOMO-LUMO gap ... 8.6 eV
2S+1 ... 1
Net charge ... 0

---

Density functional theory data (wB97M-V/def2-TZVPD) for a structure of composition C17H31BaN6O4PS in a non-equilibrium geometry.

The geometry in XYZ format:
```
61
Properties=species:S:1:pos:R:3:forces:R:3:mulliken_charge:R:1
Ba -0.07060 0.50597 0.62979 -0.16 -5.14 -4.45 2.285
S 0.70458 2.44547 2.39544 0.35 1.01 2.44 1.469
P -3.26863 1.08990 0.74498 -1.22 -0.60 -0.11 1.272
O -3.30445 -0.15439 1.60401 -0.07 0.11 0.12 -1.060
O -0.61867 2.57959 3.04070 -0.08 0.10 -0.16 -0.791
O -2.08069 1.26938 -0.13210 -2.88 1.68 -0.79 -0.992
O 0.65185 2.74743 0.97592 0.83 1.88 -0.07 -0.925
N -0.49890 -1.84393 -1.05045 -0.01 -0.37 -0.14 -0.447
N 1.19019 0.95505 2.45938 1.83 1.66 2.40 -0.757
N -3.32929 1.99512 3.29333 1.16 0.06 -0.03 -0.129
N 0.05299 -0.96663 2.93853 0.24 -0.09 0.23 -0.307
N 2.22074 -0.20920 -0.79283 0.41 0.00 -0.28 -0.443
N -5.04497 -0.62766 -0.33985 0.41 0.00 0.50 -0.243
C 0.67021 0.11679 3.42489 -0.13 -0.52 1.21 0.459
C 1.82686 3.46169 3.28090 -0.09 -0.12 -0.07 -0.075
C 2.30676 4.94856 5.08561 0.04 -0.01 -0.03 -0.760
C -4.81320 0.85961 -0.31016 0.35 0.34 0.10 -0.778
C -3.65864 2.47763 1.92054 0.06 -0.07 -0.47 -0.852
C 0.77012 0.35852 4.80220 0.07 0.01 -0.17 -0.180
C 4.09682 3.91211 3.86230 -0.05 -0.01 -0.02 -0.840
C 3.18518 3.26023 3.05784 -0.01 0.05 -0.08 -0.606
C 2.07947 -0.91760 -2.08097 -0.02 -0.17 0.12 -0.620
C 1.37730 4.30159 4.28638 -0.11 0.04 -0.08 -0.239
C 0.28049 -0.58482 5.67871 -0.01 -0.02 -0.04 -0.566
C 1.78711 -2.40176 -1.87306 -0.11 0.18 0.14 -0.855
C 4.68801 5.39141 5.79667 0.03 0.00 -0.05 -1.445
C -0.30505 -1.74395 5.17255 -0.03 0.03 0.05 -0.593
C 3.67221 4.74815 4.90051 -0.01 -0.03 -0.01 0.867
C 0.69101 -2.70588 -0.85442 0.02 0.13 -0.17 -0.373
C -0.40188 -1.88102 3.80543 -0.08 -0.04 -0.06 -0.514
H 1.52055 -2.82699 -2.84307 0.03 -0.05 0.00 0.337
H 3.50652 2.58938 2.27116 0.08 0.00 0.05 0.411
H -4.70901 -1.05392 -1.20117 0.07 -0.02 -0.03 0.347
H -4.71950 2.71386 1.86861 -0.02 -0.01 0.03 0.534
H -5.68325 1.34100 0.12825 -0.04 -0.06 0.02 0.409
H 2.69276 -2.91476 -1.54193 0.02 -0.02 -0.06 0.362
H 2.95621 -0.66078 -0.25487 0.00 0.06 0.07 0.168
H -6.02158 -0.89093 -0.22601 -0.09 0.05 0.01 0.358
H 0.31580 4.43676 4.44328 0.03 0.00 0.03 0.393
H -0.86262 -2.75847 3.36644 -0.01 0.00 0.03 0.404
H 5.39292 4.64297 6.15960 0.01 0.03 0.03 0.364
H 2.98160 -0.83739 -2.69141 -0.06 0.09 -0.07 0.396
H 1.26087 -0.44400 -2.62620 0.03 0.01 -0.05 0.321
H -3.85020 2.46314 4.03069 -0.04 0.11 0.01 0.418
H 5.15647 3.76088 3.69991 0.00 -0.01 0.01 0.409
H -4.47449 -0.98647 0.48509 -0.29 0.07 -0.35 0.323
H -3.49218 0.97849 3.32546 -0.02 -0.03 0.02 0.380
H -4.65849 1.25393 -1.31055 -0.08 -0.14 -0.08 0.389
H 2.56733 0.72938 -0.98136 0.11 -0.05 0.02 0.252
H -2.28550 2.14251 3.44596 -0.54 -0.03 -0.08 0.287
H -3.08866 3.37033 1.66872 0.09 -0.02 0.22 0.335
H -0.67434 -2.51754 5.83024 0.00 -0.01 -0.02 0.428
H 1.05691 -2.52973 0.16059 0.01 -0.09 0.01 0.182
H -0.74591 -1.86960 -2.03559 -0.08 0.04 0.00 0.199
H 1.96185 5.60867 5.87080 0.02 -0.02 0.03 0.356
H 1.25300 1.26446 5.14538 0.02 -0.04 0.03 0.462
H -1.27250 -2.28214 -0.55759 -0.05 0.02 -0.07 0.216
H 0.43041 -3.76207 -0.95087 0.07 -0.03 0.18 0.447
H 4.22448 5.87529 6.65316 0.00 0.03 -0.01 0.361
H 5.26459 6.13558 5.24463 -0.01 0.03 0.03 0.339
H 0.36679 -0.43369 6.74689 0.00 -0.01 0.00 0.453
```
Forces are in eV/Å.

Computed properties:
HOMO ... -13.428 eV
HOMO-LUMO gap ... 7.9 eV
2S+1 ... 1
Net charge ... +2

---

Density functional theory data (wB97M-V/def2-TZVPD) for a structure of composition C17H31F3IrN3 in a non-equilibrium geometry.

The geometry in XYZ format:
```
55
Properties=species:S:1:pos:R:3:forces:R:3:nbo_charge:R:1
Ir 0.28522 -0.75429 0.17871 2.64 -1.79 -0.82 1.027
F -2.10401 -1.17575 1.56255 -0.62 -0.22 -0.28 -0.281
F -0.57452 -2.48673 2.29182 -0.40 -0.37 0.24 -0.313
F -0.47679 -0.41157 2.76546 -0.25 0.08 0.49 -0.332
N 0.24261 -1.72589 -1.85918 -0.84 0.56 -0.31 -0.856
N 2.03783 -0.33238 1.32119 -1.06 0.50 0.76 -0.743
N 1.15520 -2.77263 0.50965 -0.62 1.05 -0.83 -0.505
C -2.70645 1.97732 2.12415 0.17 -0.27 0.02 -0.675
C 0.17298 2.44704 2.29419 0.01 -0.02 -0.05 -0.725
C -3.71431 0.52117 -0.20613 -0.03 0.20 -0.18 -0.681
C 3.06411 -1.36210 1.05339 0.38 0.22 -0.26 -0.254
C -0.15286 1.45980 -1.39383 0.06 -0.33 -0.24 -0.052
C -1.79702 1.62914 0.97077 -0.36 0.30 0.21 -0.038
C 2.40067 -2.65978 1.31561 0.05 -0.60 0.26 -0.264
C 0.38236 1.96682 -0.21627 -0.17 -0.14 0.82 -0.052
C -0.42492 1.96765 1.01575 0.38 0.25 -0.44 0.309
C -2.30452 1.03034 -0.17288 -0.01 -0.13 -0.64 0.052
C 1.28065 -3.53932 -0.77291 0.22 -0.36 0.17 -0.257
C 0.62611 1.59571 -2.68079 -0.11 -0.08 0.07 -0.676
C -1.50938 0.98495 -1.38914 -0.76 0.08 0.44 0.156
C 1.42774 -2.61012 -1.92618 0.09 0.13 -0.12 -0.247
C -0.82442 -1.27758 1.78843 1.26 1.06 0.50 0.879
C -2.22010 0.64189 -2.65343 0.13 -0.09 -0.02 -0.707
C 1.66747 2.74629 -0.27216 0.12 -0.18 0.09 -0.691
H 3.07255 -3.49131 1.10611 -0.10 -0.10 -0.04 0.270
H 1.47009 -3.16084 -2.86564 -0.10 -0.01 -0.05 0.269
H 3.93260 -1.23945 1.70119 -0.04 0.15 0.09 0.276
H 2.12291 -4.22816 -0.72702 -0.01 -0.05 0.18 0.266
H 2.43348 0.60061 1.21213 -0.17 0.07 -0.16 0.428
H -2.83545 1.14473 2.82019 0.05 -0.07 -0.01 0.266
H 0.37491 -4.13350 -0.89976 -0.02 -0.05 0.11 0.241
H -0.30532 1.99225 3.15686 -0.03 0.02 0.01 0.273
H 0.47096 -3.24525 1.08396 0.02 -0.25 -0.01 0.448
H -4.37514 1.28090 -0.64279 0.04 0.00 0.02 0.282
H 0.34485 0.87070 -3.44126 0.00 0.01 0.01 0.230
H 1.74614 -0.40174 2.29793 0.26 0.18 0.14 0.430
H 3.41589 -1.26762 0.02621 -0.06 0.08 -0.03 0.223
H 1.70077 1.53013 -2.52875 0.00 -0.01 0.03 0.247
H 0.43435 2.57946 -3.12165 -0.03 0.02 0.02 0.293
H -2.32318 2.81286 2.70340 -0.02 0.06 -0.07 0.256
H 0.23101 -1.08529 -2.65029 -0.07 0.02 0.01 0.423
H -4.09833 0.30036 0.78384 0.05 -0.03 0.03 0.263
H -3.70139 2.23324 1.76789 0.03 0.09 -0.06 0.268
H 1.24813 2.28289 2.35291 -0.04 0.03 0.02 0.227
H -1.60178 0.70545 -3.54149 -0.01 0.00 0.00 0.251
H 1.96495 3.16493 0.68382 0.00 -0.01 -0.02 0.257
H -3.05333 1.34164 -2.79144 0.00 -0.01 0.04 0.303
H -0.60122 -2.29268 -1.94256 -0.01 -0.01 -0.19 0.425
H 2.33306 -2.00746 -1.86233 -0.02 0.06 -0.02 0.216
H 1.52790 3.58602 -0.96047 -0.02 -0.01 0.04 0.291
H 0.01986 3.53114 2.38792 0.02 0.00 -0.06 0.305
H 2.12410 -2.72525 2.36985 -0.06 -0.06 0.00 0.246
H -2.68789 -0.34585 -2.61315 0.00 0.02 0.02 0.265
H -3.81980 -0.36528 -0.82904 0.02 -0.02 0.06 0.245
H 2.50069 2.17240 -0.68532 0.01 0.00 0.04 0.242
```
Forces are in eV/Å.

Computed properties:
HOMO (alpha / beta) ... -18.814 / -18.998 eV
Expectation value of S² ... 0.7834
HOMO-LUMO gap (alpha / beta) ... 7.2 / 6.1 eV
2S+1 ... 2
Net charge ... +3

---

Density functional theory data (wB97M-V/def2-TZVPD) for a structure of composition C17H31IN5O6PRu.

The geometry in XYZ format:
```
62
Properties=species:S:1:pos:R:3:forces:R:3:nbo_charge:R:1
I -0.49275 -1.38898 -2.37025 -0.08 -0.05 -0.10 0.258
Ru 0.26122 -0.18184 0.49232 -0.02 0.09 0.41 1.722
P 1.87884 2.20317 -1.37467 0.15 0.05 -0.11 2.488
O -0.73806 -3.15206 2.62009 0.00 -0.22 0.02 -0.571
O -1.15706 -1.51570 1.13644 0.04 -0.13 -0.13 -0.782
O 0.77222 1.67743 -0.46828 0.01 -0.06 -0.07 -1.193
O 2.03465 -0.03191 1.56205 0.10 0.00 -0.28 -0.796
O 2.73278 1.88947 2.48689 0.09 0.06 -0.01 -0.594
O -1.58399 1.36098 0.56467 -0.14 -0.07 -0.14 -0.725
N 1.26473 -2.19298 -0.23198 0.00 -0.03 -0.06 -0.560
N -0.30590 0.33693 2.90755 -0.16 0.04 0.18 -0.432
N 2.09830 3.77220 -0.99105 -0.15 0.09 0.10 -0.824
N 1.39642 1.98315 -2.93103 -0.07 0.05 0.01 -0.812
N 3.32886 1.45945 -1.29713 0.06 -0.18 0.03 -0.818
C -1.20350 1.50808 2.93365 -0.12 -0.09 -0.04 -0.251
C 3.45222 0.05082 -1.66625 -0.04 -0.01 -0.02 -0.419
C 0.00796 2.27349 -3.27871 0.01 -0.02 0.00 -0.411
C 0.98287 0.62326 3.55785 0.16 0.16 0.01 -0.338
C 2.29230 2.00386 -4.08048 0.04 -0.06 0.00 -0.410
C -0.96923 -0.88632 3.40126 0.04 -0.19 -0.01 -0.345
C -2.24214 1.40744 1.83344 0.14 0.02 0.04 -0.085
C -0.93385 -2.00049 2.34492 -0.04 0.46 -0.01 0.764
C 0.95091 -4.01694 -1.74292 0.02 0.00 0.03 -0.276
C 0.73220 -2.72144 -1.32713 0.01 0.12 0.08 0.119
C 4.39931 1.90752 -0.40488 0.03 0.06 0.02 -0.402
C 1.77581 -4.80051 -0.94693 0.00 -0.03 -0.01 -0.115
C 2.33822 -4.26512 0.20064 0.01 -0.01 0.00 -0.223
C 2.05845 -2.95250 0.52982 -0.03 0.05 -0.02 0.074
C 1.69706 4.35064 0.28689 0.02 0.00 0.00 -0.400
C 2.77590 4.68009 -1.90531 0.04 0.01 0.00 -0.405
C 2.02625 0.91213 2.47947 -0.14 -0.14 0.17 0.771
H 4.36866 -0.10565 -2.23911 0.01 0.04 -0.01 0.209
H -0.60335 2.41032 2.79064 0.03 -0.03 -0.04 0.213
H 0.85607 5.03796 0.16060 0.01 0.01 -0.02 0.191
H 2.60706 -0.25684 -2.28273 0.00 -0.01 0.02 0.211
H 1.42918 3.56702 0.98963 0.00 0.00 -0.01 0.227
H 2.97698 -4.85648 0.83977 0.00 0.00 0.00 0.244
H -0.31969 1.58174 -4.05763 0.00 0.00 0.00 0.204
H 2.08773 5.42897 -2.30447 -0.01 0.01 0.01 0.203
H -1.70315 1.59434 3.90542 0.06 -0.01 0.04 0.213
H -0.51675 -1.24199 4.32501 0.04 0.01 -0.01 0.232
H -0.10583 3.29196 -3.66166 0.00 0.01 0.00 0.197
H 3.31590 1.81306 -3.76921 0.00 0.02 0.00 0.224
H 2.53290 4.90522 0.71808 0.01 -0.01 0.00 0.206
H 4.34439 1.41490 0.56686 -0.03 -0.01 -0.03 0.222
H 1.32972 -0.24709 4.11460 -0.05 -0.03 -0.03 0.235
H 1.99385 1.22466 -4.78522 0.00 -0.01 0.01 0.206
H 2.46114 -2.47114 1.41108 0.00 -0.01 0.00 0.237
H 0.49208 -4.40160 -2.64131 0.00 0.00 0.00 0.250
H -1.15740 2.20785 0.37475 0.05 -0.03 -0.06 0.507
H -2.80817 0.48063 1.90110 -0.03 0.02 -0.01 0.212
H -0.63644 2.14634 -2.41188 0.00 0.00 0.00 0.220
H 2.25193 2.96412 -4.60294 0.00 0.01 0.01 0.195
H 3.58414 5.19886 -1.38482 0.01 0.00 -0.01 0.206
H -2.02253 -0.69033 3.60917 -0.01 0.04 0.01 0.226
H 3.21627 4.13494 -2.73775 -0.01 -0.01 -0.02 0.212
H -2.93664 2.24803 1.87018 0.02 -0.01 0.02 0.203
H 5.35765 1.68054 -0.87456 0.00 0.01 -0.02 0.201
H 4.33747 2.98058 -0.24713 -0.01 0.01 0.01 0.215
H 1.97136 -5.82751 -1.22527 0.00 0.00 0.00 0.241
H 0.91552 1.46608 4.24639 -0.05 -0.01 0.01 0.223
H 3.49246 -0.57602 -0.77225 -0.02 0.01 0.01 0.208
```
Forces are in eV/Å.

Computed properties:
HOMO (alpha / beta) ... -11.577 / -11.956 eV
Expectation value of S² ... 8.7589
HOMO-LUMO gap (alpha / beta) ... 9.2 / 7.7 eV
2S+1 ... 6
Net charge ... +1

---

- Which of these has the highest 2S+1?
  C17H31IN5O6PRu